C7H28FN14O7Zn | the ωB97M-V functional and the def2-TZVPD basis

```
! RIJCOSX wB97M-V def2-TZVPD def2/J DEFGRID3
* xyz 1 1
Zn 1.07 1.29 -0.50
F -0.17 -0.01 0.20
O 0.11 -0.39 5.20
O -0.16 2.76 0.43
O 0.34 -4.75 0.26
O 0.22 1.23 -2.41
O 2.28 -0.18 -1.15
O 2.06 1.32 1.37
O -4.00 0.05 0.21
N 3.73 2.19 2.65
N 3.48 0.09 2.60
N -0.14 2.34 -4.38
N -1.63 -4.45 -0.73
N -2.55 -0.85 -1.11
N -4.44 -0.52 -1.98
N -0.47 0.29 -4.18
N -0.82 -2.95 0.55
N -0.28 -1.16 3.12
N -2.39 2.69 0.65
N -1.29 4.51 1.14
N 4.20 -1.25 -1.02
N 2.28 -2.31 -1.65
N -0.09 0.94 3.45
C -1.25 3.24 0.82
C -3.70 -0.43 -0.90
C 0.01 1.25 -3.61
C -0.62 -4.08 -0.02
C 2.93 -1.22 -1.34
C 2.99 1.19 2.16
C -0.01 -0.21 4.01
H 4.03 2.26 3.61
H -2.08 5.07 1.42
H -0.16 1.78 4.02
H -0.65 2.25 -5.24
H 3.49 3.09 2.26
H -0.16 1.08 2.46
H -1.65 -5.44 -0.92
H -0.82 0.40 -5.12
H -0.21 3.21 -3.88
H 2.73 -3.21 -1.63
H 4.56 -0.47 -0.48
H -0.58 -0.85 2.20
H -1.75 -0.86 -0.49
H -0.05 -2.77 1.17
H -5.36 -0.11 -2.07
H -3.92 -0.94 -2.74
H -0.25 -2.05 3.59
H 1.37 -2.09 -2.00
H -1.12 -2.34 -0.20
H -2.49 1.72 0.40
H 4.71 -2.12 -1.08
H -0.43 -0.63 -3.75
H -2.42 -3.89 -1.02
H 4.28 0.17 3.20
H -2.23 -1.23 -1.99
H -0.38 4.94 1.06
H 3.07 -0.81 2.40
H -3.21 3.21 0.94
*
```

As for the HOMO energy: -11.11 eV. The calculation puts the LUMO energy at -0.0974 Ha. The calculation puts the relative energy (zero: lowest compared OMol25 entry of this formula, charge and spin) at 111.5 kcal per mole.

Löwdin population analysis, charges in e, atoms 1 to 2:
1 Zn 0.77
2 F -0.44